# C2H3O2S2

A cluster of 2 separate species, C2H3O2S2 in total (the ωB97M-V functional and the def2-TZVPD basis, the Open Molecules 2025 dataset).

## Properties
**Kohn-Sham gap (alpha / beta)**: 7.313 / 7.623 eV
**LUMO energy (alpha / beta)**: 3.476 / 3.390 eV
**Net charge**: -1
**Total energy**: -27886.549 eV
**Energy relative to the best compared isomer or geometry (same formula, charge and spin)**: 76.8 kcal per mole

```
9
Properties=species:S:1:pos:R:3:forces:R:3
C -0.04185 -0.32335 -0.26084 -0.164 -0.444 -0.475
C 0.17850 0.52706 0.69761 2.630 0.295 0.715
O 2.91385 0.04832 2.62579 -0.299 0.300 -0.599
O 3.39604 -0.10903 0.21335 -0.488 0.204 0.111
S 3.27711 2.58842 1.28087 -0.268 -0.419 -0.058
S 2.80577 0.66178 1.30190 -1.321 -0.162 0.110
H -1.01566 -0.50856 -0.71731 -0.122 0.091 0.101
H 0.76977 -0.91088 -0.66865 0.221 -0.086 -0.090
H -0.48166 1.19840 1.21205 -0.189 0.221 0.186
```
Positions in Å, forces in eV/Å.

Atom charges from the Löwdin analysis, given in e for atoms 1 to 6: -0.170 -0.091 -0.502 -0.494 0.046 0.155

***

# C5H10

An isolated molecule of C5H10 (the ωB97M-V functional and the def2-TZVPD basis, the Open Molecules 2025 dataset).

## Properties
**Kohn-Sham gap**: 9.104 eV
**LUMO energy**: 1.036 eV
**Total energy**: -5343.584 eV
**Energy relative to the best compared isomer or geometry (same formula, charge and spin)**: 84.9 kcal per mole

```
15
Properties=species:S:1:pos:R:3:forces:R:3
C 1.71989 -0.88735 -0.11289 -0.038 -0.054 0.041
C 1.42715 0.45663 0.46292 -0.150 -0.104 -0.302
C 0.36149 1.14396 -0.28674 0.120 0.116 -0.019
C -0.73899 0.52769 0.64751 -0.093 -0.023 0.128
C -1.73392 -0.36729 -0.08183 -0.030 -0.049 -0.041
H 1.04007 -1.28343 -0.88713 0.078 0.115 0.123
H 1.91520 -1.64812 0.65021 0.041 0.140 -0.107
H 2.69269 -0.70286 -0.59794 -0.048 -0.004 0.040
H -0.24566 -0.05601 1.44695 -0.080 0.048 -0.049
H 0.37534 2.23492 -0.21419 -0.004 -0.206 0.022
H 0.18588 0.83646 -1.33104 0.038 -0.026 0.189
H -1.23536 1.33878 1.18575 0.070 -0.100 -0.094
H -2.34642 0.20791 -0.78346 0.104 -0.061 0.077
H -1.22209 -1.15069 -0.65184 -0.077 0.125 0.099
H -2.40265 -0.85921 0.63226 0.069 0.082 -0.105
```
Positions in Å, forces in eV/Å.

Atom charges from the Löwdin analysis, given in e for atoms 1 to 6: -0.171 -0.050 -0.267 -0.263 -0.105 0.064

***

# C51H53BaFN5P2S3SiTe

A structure of composition C51H53BaFN5P2S3SiTe (the ωB97M-V functional and the def2-TZVPD basis, the Open Molecules 2025 dataset).

## Properties
**Kohn-Sham gap**: 6.475 eV
**LUMO energy**: 2.070 eV
**Net charge**: -1
**Total energy**: -130867.966 eV
**Energy relative to the best compared isomer or geometry (same formula, charge and spin)**: 45.5 kcal per mole

```
118
Properties=species:S:1:pos:R:3:forces:R:3
Ba 0.69954 1.26066 -0.44457 -0.388 -0.759 -0.749
C 0.68550 -2.98049 -0.80542 -0.325 -0.155 -0.650
Si 1.16365 -1.96003 -2.34261 0.246 -0.691 0.107
C 2.80992 -1.04020 -2.07385 -0.543 0.198 0.162
C 1.60165 -3.30561 -3.63621 -0.309 0.341 -0.127
N -0.00182 -0.76828 -2.61809 0.277 0.326 0.351
C -1.12657 -0.82073 -3.36313 -0.130 -0.429 -0.149
C -1.61914 -1.94563 -4.07865 0.174 0.098 0.169
C -2.75998 -1.89520 -4.85904 -0.170 0.085 -0.069
C -3.50696 -0.72659 -4.97278 0.066 -0.156 0.006
C -3.08512 0.39085 -4.26080 -0.005 0.108 -0.030
C -1.94574 0.31136 -3.50195 0.021 -0.234 -0.110
F -1.52495 1.41212 -2.82980 0.045 0.743 0.360
H 1.45323 -3.70258 -0.51402 -0.723 0.155 -0.282
H -0.23810 -3.52990 -1.00866 -0.213 0.114 -0.148
H 0.50112 -2.32576 0.04879 0.002 -0.166 0.019
H 3.66090 -1.61767 -2.44701 0.038 0.236 0.084
H 2.97696 -0.81476 -1.01534 0.233 -0.064 -0.187
H 2.80043 -0.09008 -2.61027 0.042 -0.020 -0.219
H 2.53020 -3.81632 -3.36846 -0.052 0.037 0.080
H 1.73801 -2.87505 -4.63174 -0.004 0.014 -0.035
H 0.82268 -4.06735 -3.71422 -0.005 -0.021 0.006
H -1.06131 -2.86996 -4.00492 0.003 -0.051 -0.033
H -3.08089 -2.78711 -5.38623 0.035 0.004 -0.003
H -4.38724 -0.68221 -5.59928 -0.034 -0.009 0.047
H -3.62880 1.32681 -4.29871 0.017 0.014 0.023
S 3.44593 2.34817 -0.54277 0.383 0.798 -0.687
C 3.73362 1.34232 0.78143 0.612 -0.207 0.507
N 2.84662 0.65055 1.43758 -0.447 -0.143 -0.259
C 3.39086 -0.04294 2.50068 0.396 -0.114 0.265
C 2.69279 -0.81965 3.42292 -0.056 0.043 -0.038
C 3.38499 -1.45068 4.43914 -0.047 -0.013 0.030
C 4.76664 -1.32073 4.55850 0.108 0.010 -0.009
C 5.47665 -0.53265 3.66727 -0.004 -0.038 0.046
C 4.78105 0.10652 2.65362 -0.047 0.095 -0.152
S 5.38813 1.17599 1.42219 -0.393 -0.110 -0.029
H 1.61898 -0.91826 3.34496 0.027 -0.014 -0.016
H 2.84210 -2.05476 5.15508 -0.016 0.001 -0.014
H 5.29280 -1.83401 5.35333 -0.012 0.008 0.020
H 6.54879 -0.41422 3.75700 0.008 -0.014 0.025
Te -0.73069 4.58132 1.95981 -0.422 0.021 0.344
C -2.23554 5.79815 2.82937 0.101 0.086 0.007
C -2.82420 5.42826 4.03317 0.098 -0.093 0.005
C -3.80599 6.23470 4.58096 -0.017 0.061 -0.050
N -4.23123 7.36783 4.02124 -0.097 0.030 0.022
C -3.65731 7.72030 2.87505 -0.036 0.063 0.050
C -2.66325 6.98495 2.24840 0.180 -0.084 -0.076
C -1.79352 2.69382 2.38288 0.474 0.390 -0.416
P -0.33089 1.62462 2.56595 -0.165 -0.128 0.946
C -1.08878 -0.00105 2.99874 0.106 -0.007 -0.050
C -0.65994 -1.14313 2.32683 -0.075 0.178 0.088
C -1.22545 -2.38079 2.59284 0.096 -0.159 -0.050
C -2.22056 -2.49051 3.54916 -0.004 -0.023 0.006
C -2.65819 -1.35847 4.22429 0.000 0.049 0.055
C -2.10206 -0.12153 3.94467 -0.011 -0.115 -0.004
C 0.32848 2.18623 4.19194 0.191 -0.003 -0.117
C -0.51015 2.59491 5.22559 0.002 -0.073 0.061
C 0.01568 3.07127 6.41522 -0.038 -0.021 0.021
C 1.39131 3.15491 6.58567 0.029 0.025 0.009
C 2.23476 2.76935 5.55622 0.054 0.015 0.069
C 1.70490 2.29216 4.36594 -0.071 -0.034 -0.014
P -2.28603 2.28976 0.66434 -0.775 0.064 -0.010
C -3.55932 3.58168 0.34350 0.222 0.004 -0.207
C -4.39844 4.06504 1.34317 -0.101 -0.042 -0.042
C -5.28440 5.09807 1.08093 -0.050 -0.017 0.008
C -5.32342 5.67847 -0.17877 -0.021 0.019 0.025
C -4.48641 5.20845 -1.17993 -0.039 0.054 -0.084
C -3.61384 4.16114 -0.92194 -0.043 -0.087 0.068
C -3.36370 0.79428 0.81519 0.061 0.060 -0.107
C -4.46894 0.73311 1.66092 -0.018 -0.081 -0.015
C -5.24748 -0.41059 1.71958 -0.050 0.079 0.000
C -4.92786 -1.51297 0.93825 -0.017 -0.057 -0.017
C -3.83026 -1.46566 0.09534 -0.014 -0.098 -0.100
C -3.05963 -0.31419 0.02809 0.012 0.161 0.039
H -2.51794 4.51492 4.52432 -0.053 -0.031 0.000
H -4.28097 5.96902 5.52041 0.037 -0.058 -0.003
H -4.02621 8.64003 2.43127 0.060 -0.004 -0.054
H -2.24731 7.32066 1.30681 -0.047 0.015 -0.024
H 0.13205 -1.06933 1.58472 -0.018 -0.007 0.098
H -0.88560 -3.25482 2.05065 0.011 0.005 -0.019
H -2.66581 -3.45455 3.76164 -0.001 -0.010 -0.007
H -3.44331 -1.43900 4.96652 -0.020 -0.008 -0.016
H -2.47376 0.76287 4.44268 -0.025 0.034 -0.011
H -1.58169 2.55640 5.08494 -0.025 0.024 -0.048
H -0.64970 3.38565 7.21053 -0.002 0.005 0.001
H 1.80143 3.53210 7.51445 0.006 0.002 0.003
H 3.30848 2.84691 5.67498 0.006 -0.010 -0.014
H 2.36531 2.00977 3.55814 0.009 0.035 -0.022
H -4.33165 3.65447 2.34121 0.066 0.006 0.022
H -5.92689 5.46880 1.87064 0.019 0.021 0.014
H -5.99417 6.50696 -0.37135 -0.013 -0.011 -0.026
H -4.50793 5.66919 -2.16016 0.007 -0.028 -0.018
H -2.95607 3.78788 -1.69897 0.007 0.040 -0.017
H -4.72152 1.58428 2.27748 0.020 -0.004 0.044
H -6.11308 -0.44097 2.37095 0.015 -0.010 0.022
H -5.53939 -2.40564 0.98639 0.008 -0.017 -0.004
H -3.57368 -2.31660 -0.52368 -0.005 -0.007 -0.006
H -2.21790 -0.27513 -0.65932 -0.013 -0.054 -0.002
C 5.63403 -5.01335 -3.04745 -0.014 -0.008 0.182
C 5.52969 -4.56982 -1.59486 0.067 -0.109 -0.236
N 4.18162 -4.09823 -1.29046 -0.030 -0.119 -0.148
C 3.69597 -4.11188 -0.01247 0.273 0.435 0.618
S 3.07734 -2.76923 0.73366 1.217 -0.143 0.863
N 3.75995 -5.30090 0.64584 -0.026 -0.237 -0.150
C 3.60349 -6.59555 -0.00167 -0.091 -0.101 0.067
C 2.22583 -7.19721 0.26082 0.137 0.096 -0.067
H 6.66496 -5.27746 -3.28488 -0.001 0.007 -0.053
H 5.31927 -4.20803 -3.71209 0.016 -0.014 -0.055
H 4.99815 -5.87923 -3.23371 -0.029 0.009 -0.041
H 6.25110 -3.76466 -1.41199 -0.027 -0.028 0.109
H 5.78002 -5.39223 -0.92595 -0.015 0.053 0.022
H 3.95262 -3.23260 -1.75946 0.072 -0.012 0.198
H 3.38056 -5.23422 1.57802 0.016 0.070 0.026
H 4.37680 -7.27732 0.36546 0.033 0.012 -0.115
H 3.73579 -6.45588 -1.07323 0.088 -0.034 0.034
H 2.04403 -7.29481 1.33246 -0.022 -0.041 0.002
H 2.16582 -8.18604 -0.19511 -0.070 -0.029 0.037
H 1.44628 -6.56437 -0.16403 -0.015 0.001 0.010
```
Positions in Å, forces in eV/Å.

Atom charges from the Löwdin analysis, given in e for atoms 1 to 6: 1.366 -0.239 0.338 -0.232 -0.179 -0.152

***

# C10H13N4

A cluster of 2 separate species, C10H13N4 in total (the ωB97M-V functional and the def2-TZVPD basis, the Open Molecules 2025 dataset).

## Properties
**Kohn-Sham gap**: 4.683 eV
**LUMO energy**: -5.304 eV
**Net charge**: +1
**Total energy**: -16530.308 eV
**Energy relative to the best compared isomer or geometry (same formula, charge and spin)**: 105.9 kcal per mole

```
27
Properties=species:S:1:pos:R:3:forces:R:3
C -3.03165 6.95975 -5.13814 -0.363 0.918 -1.939
C 3.66870 -6.67866 1.64889 -0.649 0.636 -0.874
C 3.10642 -7.97711 1.71339 1.342 1.847 0.878
C -3.77457 8.15139 -4.63051 0.898 -3.625 1.433
C -2.65913 5.92474 -4.37778 0.082 0.027 -2.211
C -2.76189 6.21623 -1.90005 -0.794 -2.423 -4.107
C 3.91699 -8.26853 3.84636 2.028 -0.420 -2.356
C -3.10967 6.25003 -0.51346 -1.409 0.515 -0.196
C 4.43281 -6.29267 2.81841 -2.056 0.217 -3.893
C 4.14945 -9.10728 5.04297 -1.789 -1.178 0.601
N 3.30903 -8.73727 2.77936 -1.506 -1.262 0.732
N -2.85869 5.88559 -3.03454 1.396 1.813 4.583
N 4.57948 -7.12253 3.77099 0.568 0.310 3.594
N -4.10782 8.20341 -3.41138 0.022 1.174 -0.037
H -2.95741 7.01132 -6.33169 0.366 -0.763 2.985
H 3.45318 -5.97774 0.71966 0.615 -1.508 2.252
H 2.45507 -8.45226 1.02040 -0.178 0.141 -1.088
H -4.16285 8.64298 -5.43061 -1.144 2.532 -1.829
H -2.20289 5.06720 -4.83585 0.116 -0.404 0.249
H -4.18418 5.81011 -0.58431 1.265 1.643 0.715
H -2.60525 5.54144 0.08796 1.048 -1.006 0.229
H -2.81778 7.23910 -0.08458 -1.218 -0.530 -0.253
H 4.79376 -5.28007 2.91796 0.524 0.053 -0.083
H 5.14185 -9.60517 5.09051 -0.582 0.587 -0.173
H 3.32938 -9.93051 5.05114 1.454 1.423 0.258
H 4.01878 -8.37829 5.86246 0.232 -0.849 0.152
H -4.70193 9.01953 -3.29912 -0.264 0.130 0.379
```
Positions in Å, forces in eV/Å.

Atom charges from the Löwdin analysis, given in e for atoms 1 to 6: -0.001 -0.030 -0.136 -0.182 -0.093 0.067